The following is a quantum chemistry calculation of a structure of composition C16H13BiINO, from the OMol25 dataset.

```
33
Properties=species:S:1:pos:R:3:forces:R:3
Bi -0.9187 0.3787 0.1023 -0.02 -0.11 0.60
O 1.5971 0.3315 0.5643 -0.12 -0.12 -0.04
C 2.1684 -0.7147 1.3609 -0.04 -0.09 0.01
C 1.1689 -1.8343 1.5636 -0.05 0.30 -0.10
C 1.4933 -3.0032 2.2287 0.16 0.00 0.04
C 0.5108 -3.9509 2.4492 -0.05 -0.04 0.03
C -0.7876 -3.7062 2.0119 0.06 -0.06 0.03
C -1.0389 -2.5242 1.3627 0.08 0.13 -0.20
N -0.0724 -1.6097 1.1275 -0.21 -0.36 -0.06
H 1.9503 0.3124 -0.3380 0.08 -0.05 0.09
H 2.4270 -0.2774 2.3245 0.00 0.00 0.05
H 3.0860 -1.0888 0.9091 -0.02 0.01 -0.06
H 2.5068 -3.1613 2.5750 -0.01 0.00 -0.01
H 0.7464 -4.8709 2.9678 0.02 0.01 -0.01
H -1.5850 -4.4176 2.1711 0.01 0.01 0.01
H -2.0357 -2.2907 1.0010 0.01 0.02 0.03
I -0.0573 3.1171 0.4837 -0.17 0.22 0.06
C 0.3844 3.1429 -1.5789 0.02 -0.10 0.11
C 0.7525 4.3553 -2.0723 0.13 0.01 -0.43
C 1.0729 4.4558 -3.4483 -0.05 0.07 0.22
C 1.0255 3.3475 -4.2365 -0.03 -0.09 -0.01
C 0.6458 2.0854 -3.7098 0.09 -0.02 -0.28
C 0.6197 0.9416 -4.5523 0.01 0.09 0.03
C 0.2607 -0.2885 -4.0846 -0.04 -0.06 0.13
C -0.1130 -0.4294 -2.7329 0.04 0.03 -0.21
C -0.0942 0.6551 -1.8855 0.06 0.16 0.01
C 0.2953 1.9527 -2.3429 0.05 -0.01 -0.06
H 0.8079 5.2345 -1.4451 0.00 0.00 0.00
H 1.3542 5.4169 -3.8555 0.01 -0.01 0.01
H 1.2784 3.4149 -5.2870 -0.01 -0.02 0.01
H 0.8959 1.0659 -5.5923 0.00 0.01 0.02
H 0.2529 -1.1495 -4.7383 -0.02 0.01 0.00
H -0.4215 -1.4110 -2.3849 0.02 0.02 0.01
```
Positions in Å, forces in eV/Å.

Values from the calculation:
Highest occupied orbital energy: -14.89 eV
Calculated total energy: -1259.2066 a.u.
Charge: +2
Gap between HOMO and LUMO: 0.2501 Eh

These are the natural (NBO) partial charges, in e, on atoms 1 to 8: 1.526 -0.740 -0.111 0.205 -0.218 -0.082 -0.217 0.044